# 1
Below is a 6-piece molecular cluster, C28H72N4O12 overall at a distorted geometry, with properties calculated with ωB97M-V/def2-TZVPD.

Last column: Mulliken charge in e.
Element x y z (Å)
1 C 1.6291 7.4147 -6.1529  -0.780
2 O 1.1371 6.3127 -5.4399  -0.286
3 C 0.2831 6.6587 -4.4099  -0.485
4 C 0.1481 5.4137 -3.6449  -0.781
5 N -0.8359 5.3527 -2.6149  -0.330
6 C -0.7349 4.0607 -1.9689  -0.471
7 C -1.4199 3.9947 -0.6869  -0.490
8 O -1.8299 2.9457 -0.2309  -0.315
9 C -0.8619 1.9297 -0.0729  -0.501
10 H 2.3101 7.0747 -6.9409  0.252
11 H 2.2851 8.0617 -5.5779  0.329
12 H 0.8331 8.0377 -6.5409  0.297
13 H -0.5969 7.1057 -4.7369  0.450
14 H 0.8101 7.3567 -3.7539  0.290
15 H 1.0231 5.2527 -3.1499  0.331
16 H 0.0351 4.5777 -4.2379  0.436
17 H -1.7609 5.3577 -2.9299  0.266
18 H 0.3091 3.6427 -1.8029  0.268
19 H -1.2309 3.3507 -2.6269  0.399
20 H -2.3169 4.5927 -0.7149  0.454
21 H -0.7019 4.4377 0.0131  0.024
22 H 0.1251 2.2937 0.2311  0.663
23 H -0.7379 1.4197 -1.0209  0.761
24 H -1.1409 1.0907 0.5361  -0.723
25 C 5.6121 -3.0163 -0.3289  -0.269
26 O 4.7811 -4.1183 -0.1599  -0.482
27 C 3.4621 -3.9033 0.1911  1.043
28 C 2.6411 -4.2753 -1.0959  -0.887
29 N 1.3551 -3.5843 -1.0819  -0.052
30 C 0.4841 -3.9333 -2.2259  -0.878
31 C -0.6769 -2.9523 -2.3379  -0.068
32 O -1.3239 -2.8863 -3.3859  -0.527
33 C -2.3449 -1.8743 -3.4309  -0.506
34 H 5.2821 -2.4563 -1.2199  0.133
35 H 6.6271 -3.2173 -0.5899  0.412
36 H 5.5551 -2.3363 0.5581  -0.072
37 H 3.2371 -2.8333 0.4581  -0.827
38 H 3.2391 -4.4753 1.1221  0.309
39 H 2.4201 -5.3583 -1.1689  0.424
40 H 3.0821 -3.9673 -2.0789  0.225
41 H 1.4511 -2.5733 -1.0459  0.048
42 H 0.0631 -4.9833 -2.1379  0.425
43 H 1.0751 -3.9333 -3.1439  0.437
44 H -0.3519 -1.9703 -2.0419  0.221
45 H -1.3119 -3.1863 -1.4899  0.300
46 H -2.0329 -0.8393 -3.6599  0.275
47 H -3.0359 -1.9313 -2.5389  -0.008
48 H -2.8959 -2.1023 -4.2809  0.417
49 C 5.2101 1.3797 4.3251  -0.531
50 O 5.3811 -0.0093 4.0671  -0.426
51 C 5.0511 -0.3923 2.7331  -0.840
52 C 3.6271 -0.0923 2.2281  -0.003
53 N 3.5821 -0.2333 0.7281  -0.325
54 C 2.2121 -0.2323 0.3121  1.470
55 C 2.1451 -0.3563 -1.1909  -1.774
56 O 2.5801 -1.3383 -1.7969  -0.008
57 C 2.3721 -1.2913 -3.1809  -0.912
58 H 4.1391 1.5577 4.3861  0.113
59 H 5.5221 2.0327 3.5581  0.351
60 H 5.6691 1.6147 5.2791  0.289
61 H 5.2351 -1.4533 2.5771  0.217
62 H 5.7831 0.1077 2.1571  0.555
63 H 3.3021 0.9407 2.4691  0.687
64 H 2.9291 -0.6973 2.8381  -0.025
65 H 3.7541 -1.1893 0.5531  -0.346
66 H 1.7671 0.6877 0.6591  0.401
67 H 1.6711 -1.0673 0.7441  -0.654
68 H 2.7251 0.5407 -1.6119  0.224
69 H 1.1221 -0.1643 -1.4909  0.790
70 H 2.9481 -2.0823 -3.6489  0.275
71 H 2.7801 -0.3653 -3.5959  0.412
72 H 1.3791 -1.4563 -3.5679  0.277
73 C -7.0199 -0.0053 4.1151  -0.796
74 O -5.6489 0.1997 3.7071  -0.346
75 C -5.2389 -0.4763 2.5331  -0.492
76 C -3.7339 -0.2233 2.4241  -0.518
77 N -3.2599 -0.4503 1.0661  -0.388
78 C -3.0449 -1.7353 0.5031  0.200
79 C -4.2659 -2.3903 -0.0799  -0.916
80 O -4.1109 -3.3393 -0.8359  -0.245
81 C -5.2459 -3.7043 -1.6539  -0.821
82 H -7.2569 0.8057 4.7721  0.275
83 H -7.1299 -0.9883 4.5381  0.318
84 H -7.7719 0.1017 3.2991  0.299
85 H -5.7889 -0.1383 1.6311  0.370
86 H -5.5469 -1.5033 2.5911  0.347
87 H -3.2139 -0.7933 3.1491  0.096
88 H -3.5689 0.7847 2.6541  0.325
89 H -4.0159 -0.1223 0.5021  0.440
90 H -2.5569 -2.3033 1.2811  0.000
91 H -2.3759 -1.5153 -0.2809  0.003
92 H -4.8009 -1.5273 -0.4919  0.472
93 H -4.8489 -2.7393 0.7681  0.298
94 H -5.5399 -2.9623 -2.4529  0.308
95 H -6.1659 -3.7423 -1.0609  0.352
96 H -5.1279 -4.6483 -2.1859  0.281
97 O 0.6711 3.5047 2.3711  -0.602
98 C -0.0269 2.5477 3.1031  -0.052
99 C 0.9031 1.5507 3.5421  0.823
100 O 0.2451 0.6317 4.4201  -0.747
101 H 0.0811 4.2387 2.1181  0.335
102 H -0.5299 3.0357 3.9091  0.456
103 H -0.7779 2.0517 2.5081  -0.236
104 H 1.7041 1.9957 4.1541  0.317
105 H 1.2881 1.1077 2.6451  -0.944
106 H -0.2909 0.0207 3.8591  0.347
107 O -0.5949 -0.8613 2.4411  0.853
108 C -0.4829 -2.1353 3.1101  -0.790
109 C 0.3101 -2.9653 2.2341  -0.316
110 O -0.2899 -2.9763 0.9441  -0.283
111 H -1.2959 -0.9413 1.7651  -0.952
112 H 0.0431 -2.0113 4.0571  0.719
113 H -1.5079 -2.5283 3.2461  0.168
114 H 0.3321 -4.0263 2.5761  0.516
115 H 1.3421 -2.7143 2.2571  0.040
116 H 0.1101 -3.5753 0.3121  0.121

Values from the calculation:
Relative energy (zero: lowest compared OMol25 entry of this formula, charge and spin) (kJ/mol): 746.9
SMILES string: COCCNCCOC.COCCNCCOC.COCCNCCOC.COCCNCCOC.OCCO.OCCO
E_LUMO (Ha): 0.017
HOMO energy (eV): -8.767
Gap between HOMO and LUMO (hartree): 0.340
Strongest force on any atom (eV/Å): 12.46



# 2
Below is a 8-piece molecular cluster, C28H72O5 overall at a distorted geometry, with properties calculated with ωB97M-V/def2-TZVPD.

Last column: Mulliken charge in e.
Element x y z (Å)
1 C -1.7931 3.3753 3.8160  -1.125
2 C -0.9981 3.2593 2.5000  -0.057
3 C -1.0401 4.5203 1.5950  -0.760
4 C -2.3051 5.2073 1.4520  -0.346
5 C -2.3141 6.2323 0.3800  -0.247
6 C -3.4601 7.0983 0.4420  -1.595
7 H -1.9741 2.4123 4.3270  0.238
8 H -2.8441 3.6903 3.6370  0.304
9 H -1.3361 4.0883 4.6210  0.258
10 H -1.3511 2.5243 1.8480  -0.115
11 H -0.0171 2.9283 2.5410  0.598
12 H -0.7771 4.0453 0.7010  -0.182
13 H -0.2221 4.9863 1.8720  0.725
14 H -2.6911 5.6473 2.4160  0.333
15 H -3.1761 4.4063 1.3640  0.133
16 H -2.1801 5.6443 -0.5780  0.116
17 H -1.4631 6.7403 0.3390  0.529
18 H -3.4271 8.1073 -0.1610  0.295
19 H -3.7911 7.7023 1.2500  0.460
20 H -4.3851 6.7123 0.3370  0.481
21 C 2.4349 1.0853 -6.3620  -1.433
22 C 2.3139 -0.4367 -6.0820  -0.303
23 C 2.2159 -0.7267 -4.6240  0.289
24 C 1.7089 -2.2047 -4.2260  -1.330
25 C 1.4859 -2.4897 -2.7050  0.809
26 C 0.5889 -3.7377 -2.3390  -0.969
27 H 1.6129 1.6363 -6.1520  0.351
28 H 2.4719 1.1723 -7.4410  0.434
29 H 3.3449 1.5733 -6.0370  0.357
30 H 3.2159 -0.9467 -6.5630  0.282
31 H 1.3919 -0.7837 -6.4990  0.307
32 H 1.4379 -0.0057 -4.1650  -0.248
33 H 3.1899 -0.4647 -3.9970  0.256
34 H 2.5519 -2.8297 -4.6520  0.310
35 H 0.9519 -2.5447 -4.8730  0.476
36 H 1.0299 -1.5657 -2.0510  -0.481
37 H 2.3909 -2.5227 -2.2150  0.293
38 H -0.4481 -3.6847 -2.8060  0.159
39 H 0.7249 -3.9007 -1.3530  0.018
40 H 0.7359 -4.6937 -2.9330  0.376
41 C 6.2569 -4.1307 0.1400  -1.344
42 C 4.7029 -4.2687 0.4340  -0.056
43 C 4.2849 -4.3847 1.9170  -1.110
44 C 2.8519 -4.7647 2.1320  -1.023
45 C 1.8089 -3.7047 1.7420  1.132
46 C 0.3199 -4.0757 1.9980  -1.267
47 H 6.7789 -4.8297 0.6840  0.459
48 H 6.3789 -3.1977 0.7130  0.316
49 H 6.4149 -3.8707 -1.0380  0.262
50 H 4.5679 -5.2937 -0.1970  0.255
51 H 4.2739 -3.3227 0.0390  0.110
52 H 4.4829 -3.4707 2.4150  0.387
53 H 4.8329 -5.0417 2.4600  0.603
54 H 3.0539 -4.8197 3.1390  0.296
55 H 2.4369 -5.5607 1.7680  0.658
56 H 1.8199 -3.5767 0.6740  -0.567
57 H 2.0049 -2.5297 2.2400  0.005
58 H -0.0771 -4.9517 1.4330  0.349
59 H -0.3281 -3.1427 1.9610  0.074
60 H 0.0839 -4.4147 3.0520  0.414
61 C -3.9901 -0.3677 -2.4180  -1.082
62 C -3.1561 -1.6707 -2.1340  0.437
63 O -2.7441 -2.3677 -3.3110  -0.528
64 H -4.7231 -0.0637 -1.6890  0.293
65 H -4.5491 -0.5867 -3.2860  0.469
66 H -3.3451 0.2673 -2.8490  0.174
67 H -3.8761 -2.5247 -1.5110  0.198
68 H -2.2031 -1.5417 -1.5370  -0.259
69 H -2.1431 -1.9507 -3.7620  0.252
70 C 0.1729 0.4313 5.0180  -0.900
71 C -0.2521 0.9463 6.3750  -0.283
72 O -1.0261 -0.0547 7.0940  -0.541
73 H 0.7589 1.1753 4.5950  0.357
74 H -0.6261 0.0983 4.4160  -0.034
75 H 0.7729 -0.4177 5.1120  0.597
76 H -0.7541 1.9543 6.1510  0.143
77 H 0.5809 1.2643 7.0300  0.357
78 H -1.0301 0.3763 8.0290  0.334
79 C 1.6579 -0.0417 0.1650  -1.779
80 C 0.1029 -0.3897 0.5920  1.096
81 O -0.7841 0.6103 0.0510  -0.042
82 H 2.0559 -0.8057 0.4690  0.622
83 H 1.9789 0.9403 0.6310  0.255
84 H 1.6919 0.1903 -0.8770  0.369
85 H -0.0471 -0.3547 1.7370  -0.158
86 H -0.0881 -1.4367 0.1070  -0.056
87 H -1.5871 0.3893 0.3390  -0.186
88 C -2.9631 -1.7827 2.4250  -0.403
89 C -3.9331 -0.6027 2.0570  -0.473
90 O -3.6731 0.1413 1.0330  -0.278
91 H -2.0681 -1.4137 2.9490  -0.113
92 H -2.7321 -2.2717 1.4350  0.200
93 H -3.5351 -2.2737 3.3490  0.304
94 H -3.9721 -0.1327 3.0280  0.369
95 H -4.9821 -1.0277 1.8230  0.237
96 H -4.2341 0.9743 0.9170  0.249
97 C -0.1651 3.7543 -3.7330  -1.477
98 C 0.0029 2.7343 -2.5770  -0.029
99 O -0.7291 1.5553 -2.9240  -0.593
100 H -1.2231 4.2833 -3.9500  0.254
101 H -0.0041 3.4023 -4.6630  0.466
102 H 0.6929 4.4333 -3.8840  0.440
103 H -0.3611 2.8673 -1.6540  0.246
104 H 0.9489 2.6073 -2.2590  0.395
105 H -0.6741 0.7803 -2.2430  0.155

Values from the calculation:
Relative energy (zero: lowest compared OMol25 entry of this formula, charge and spin) (kJ/mol): 0.0
SMILES string: CCCCCC.CCCCCC.CCCCCC.CCO.CCO.CCO.CCO.CCO
E_LUMO (Ha): 0.016
HOMO energy (eV): -9.582
Gap between HOMO and LUMO (hartree): 0.368
Strongest force on any atom (eV/Å): 11.72



Which of these has the highest relative energy (zero: lowest compared OMol25 entry of this formula, charge and spin)? C28H72N4O12



Look up the strongest force on any atom of the first one. 12.46 eV/Å